{"formula": "C25H32Br2N2NiO4S5", "method": "ωB97M-V/def2-TZVPD", "homo_ev": [-7.3, -7.4], "fmax_ev_per_a": 0.48, "charge": 0, "energy_ha": -10029.6762, "e_lumo_ev": [0.18, 0.12], "multiplicity": 3, "s2": 2.007, "symbols": ["Ni", "O", "C", "C", "C", "N", "C", "Br", "C", "H", "H", "H", "H", "C", "C", "C", "C", "C", "C", "C", "Br", "C", "O", "C", "C", "C", "C", "C", "C", "H", "H", "H", "H", "H", "H", "H", "H", "H", "H", "H", "H", "H", "H", "H", "H", "H", "H", "H", "H", "N", "C", "C", "O", "O", "H", "H", "H", "H", "H", "C", "S", "C", "C", "S", "S", "C", "S", "S", "H", "H", "H"], "positions_angstrom": [[0.54, 0.05, -0.16], [-3.13, -1.56, 4.57], [-2.40, -1.18, 3.50], [-1.62, -0.03, 3.47], [-0.92, 0.25, 2.32], [-0.94, -0.53, 1.22], [-1.70, -1.62, 1.27], [-1.79, -2.71, -0.26], [-2.45, -1.99, 2.37], [-3.01, -0.92, 5.28], [-1.55, 0.64, 4.32], [-0.29, 1.12, 2.27], [-3.05, -2.89, 2.36], [1.39, 7.12, 3.41], [0.48, 6.57, 2.31], [-0.97, 6.65, 2.80], [0.64, 7.45, 1.07], [0.81, 5.12, 1.96], [0.11, 4.49, 0.94], [0.43, 3.18, 0.63], [-0.57, 2.30, -0.75], [1.41, 2.41, 1.26], [1.67, 1.17, 0.92], [2.11, 3.06, 2.32], [1.78, 4.38, 2.62], [3.19, 2.31, 3.09], [2.62, 1.03, 3.72], [3.76, 3.16, 4.24], [4.34, 1.97, 2.14], [1.13, 8.16, 3.62], [2.44, 7.09, 3.11], [1.29, 6.56, 4.34], [-1.23, 7.68, 3.06], [-1.12, 6.03, 3.69], [-1.67, 6.32, 2.04], [0.44, 8.50, 1.32], [-0.06, 7.17, 0.28], [1.65, 7.38, 0.67], [-0.67, 4.99, 0.38], [2.33, 4.85, 3.42], [1.79, 1.27, 4.39], [3.39, 0.54, 4.31], [2.28, 0.33, 2.96], [3.00, 3.42, 4.97], [4.23, 4.07, 3.88], [4.53, 2.58, 4.75], [3.99, 1.38, 1.30], [5.11, 1.40, 2.67], [4.81, 2.88, 1.76], [1.60, -0.71, -5.07], [0.35, -0.84, -4.33], [0.56, -0.39, -2.91], [1.65, 0.31, -2.69], [-0.23, -0.60, -2.01], [2.15, -1.55, -5.00], [2.16, 0.31, -3.54], [1.45, -0.50, -6.04], [-0.07, -1.85, -4.30], [-0.41, -0.18, -4.76], [1.77, -4.96, -1.67], [1.89, -3.56, -2.81], [3.14, -2.59, -2.05], [3.05, -1.94, -0.87], [1.73, -1.95, 0.26], [4.46, -1.00, -0.45], [5.42, -1.30, -1.86], [6.88, -0.63, -2.15], [4.62, -2.38, -2.96], [1.02, -5.64, -2.08], [1.45, -4.60, -0.69], [2.73, -5.47, -1.60]]}